1.
2 unconnected molecules or ions with the total composition C3H7NO, computed with ωB97M-V/def2-TZVPD.

Structure (XYZ):
```
12
Properties=species:S:1:pos:R:3
C -1.779 -0.395 0.236
N -0.656 0.050 0.629
C 0.662 -0.684 0.164
O 0.416 -1.692 -0.490
C 1.726 0.039 0.602
H -0.135 2.127 -1.564
H -2.709 0.100 0.499
H -1.730 -1.294 -0.378
H -0.600 0.892 1.197
H 0.425 1.753 -1.242
H 2.731 -0.287 0.365
H 1.603 0.931 1.206
```

Output
- Gap between HOMO and LUMO (spin up / spin down): 7.4 / 7.4 eV
- HOMO energy (spin up / spin down): -7.7 / -7.7 eV
- Maximum force: 0.4 eV Å⁻¹
- LUMO (spin up / spin down): -0.3 / -0.3 eV
- E_tot: -248.39512 a.u.

=====

2.
C3H7NO in the gas phase, computed with ωB97M-V/def2-TZVPD.

Structure (XYZ):
```
12
Properties=species:S:1:pos:R:3
C 0.690 -1.109 0.188
C 0.693 0.378 0.561
N -0.239 1.108 -0.300
C -1.486 0.573 -0.475
O -2.122 0.002 0.387
H 1.224 -1.715 0.921
H 1.143 -1.260 -0.797
H -0.336 -1.481 0.147
H 1.682 0.822 0.409
H 0.426 0.526 1.610
H 0.164 1.505 -1.136
H -1.840 0.652 -1.516
```

Output
- Gap between HOMO and LUMO: 10.7 eV
- HOMO energy: -9.8 eV
- Maximum force: 0.5 eV Å⁻¹
- LUMO: 0.9 eV
- E_tot: -248.50154 a.u.

=====

3.
C3H7NO in the gas phase in a non-equilibrium geometry, computed with ωB97M-V/def2-TZVPD.

Structure (XYZ):
```
12
Properties=species:S:1:pos:R:3
N -1.597 0.407 -0.977
C -0.822 -0.145 0.136
C 0.590 0.255 -0.098
C 1.697 -0.454 0.580
O 1.375 -0.641 -0.796
H -1.590 1.433 -0.928
H -2.595 0.187 -0.886
H -0.872 -1.239 0.116
H -1.118 0.160 1.169
H 0.769 1.318 -0.342
H 2.618 0.072 0.797
H 1.545 -1.353 1.229
```

Output
- Gap between HOMO and LUMO: 10.7 eV
- HOMO energy: -9.6 eV
- Maximum force: 1.4 eV Å⁻¹
- LUMO: 1.1 eV
- E_tot: -248.44363 a.u.

=====

4.
C3H7NO in the gas phase in a non-equilibrium geometry, computed with ωB97M-V/def2-TZVPD.

Structure (XYZ):
```
12
Properties=species:S:1:pos:R:3
C 0.616 1.080 0.357
N 0.020 -0.205 -0.076
C -1.424 -0.148 -0.379
C 0.925 -1.230 -0.144
O 2.083 -1.100 -0.459
H 0.149 1.954 -0.091
H 0.575 1.115 1.450
H 1.665 1.088 0.078
H -1.705 0.866 -0.128
H -1.663 -0.495 -1.378
H -1.880 -0.776 0.392
H 0.641 -2.149 0.378
```

Output
- Gap between HOMO and LUMO: 9.9 eV
- HOMO energy: -9.1 eV
- Maximum force: 2.6 eV Å⁻¹
- LUMO: 0.9 eV
- E_tot: -248.46648 a.u.

=====

5.
2 unconnected molecules or ions with the total composition C3H7NO in a non-equilibrium geometry, computed with ωB97M-V/def2-TZVPD.

Structure (XYZ):
```
12
Properties=species:S:1:pos:R:3
C -2.366 1.176 -2.893
C -2.717 2.191 -3.659
O -2.763 2.176 -5.017
H -2.350 1.116 -1.826
H -2.186 0.198 -3.345
H -3.003 3.129 -3.233
H -2.891 1.249 -5.277
C 3.746 -2.353 4.672
N 3.445 -1.550 5.599
H 3.948 -1.903 3.733
H 3.779 -3.441 4.730
H 3.359 -1.990 6.517
```

Output
- Gap between HOMO and LUMO: 10.4 eV
- HOMO energy: -9.3 eV
- Maximum force: 1.5 eV Å⁻¹
- LUMO: 1.1 eV
- E_tot: -248.42784 a.u.

=====

6.
C3H7NO in the gas phase in a non-equilibrium geometry, computed with ωB97M-V/def2-TZVPD.

Structure (XYZ):
```
12
Properties=species:S:1:pos:R:3
C 1.180 -0.879 -0.560
N -0.438 -1.127 -0.320
C -0.618 -0.338 0.883
C -0.371 1.036 0.443
O 0.032 1.576 -0.567
H 1.857 -0.869 0.417
H 1.087 0.208 -1.161
H 1.389 -1.618 -1.246
H -0.328 -2.264 0.037
H -0.066 -0.560 1.796
H -1.655 -0.464 1.153
H -0.625 1.933 1.191
```

Output
- Gap between HOMO and LUMO: 10.2 eV
- HOMO energy: -9.4 eV
- Maximum force: 7.2 eV Å⁻¹
- LUMO: 0.8 eV
- E_tot: -248.37703 a.u.

=====

7.
C3H7NO in the gas phase, computed with ωB97M-V/def2-TZVPD.

Structure (XYZ):
```
12
Properties=species:S:1:pos:R:3
C -1.691 0.267 -0.194
C -0.438 -0.306 0.410
O 0.228 0.759 1.152
C 1.013 -0.100 0.354
N 1.900 0.304 -0.674
H -2.336 0.354 0.691
H -1.530 1.275 -0.575
H -2.217 -0.366 -0.914
H -0.648 -1.266 0.901
H 1.502 -0.790 1.043
H 1.507 0.170 -1.597
H 2.710 -0.301 -0.597
```

Output
- Gap between HOMO and LUMO: 10.3 eV
- HOMO energy: -9.4 eV
- Maximum force: 0.8 eV Å⁻¹
- LUMO: 0.9 eV
- E_tot: -248.43515 a.u.

=====

8.
2 unconnected molecules or ions with the total composition C3H7NO in a non-equilibrium geometry, computed with ωB97M-V/def2-TZVPD.

Structure (XYZ):
```
12
Properties=species:S:1:pos:R:3
C 2.400 -0.764 0.003
C 1.273 -0.535 0.820
N -1.375 0.365 -1.414
C -1.913 0.615 -0.145
O 1.256 -0.622 2.048
H 3.233 -1.324 0.495
H 0.611 0.081 0.172
H 2.690 -0.199 -0.864
H -2.116 0.176 -2.082
H -2.988 0.701 -0.049
H -1.384 1.550 0.298
H -1.686 -0.044 0.718
```

Output
- Gap between HOMO and LUMO: 3.5 eV
- HOMO energy: -7.3 eV
- Maximum force: 3.1 eV Å⁻¹
- LUMO: -3.8 eV
- E_tot: -248.22487 a.u.

=====

9.
2 unconnected molecules or ions with the total composition C3H7NO in a non-equilibrium geometry, computed with ωB97M-V/def2-TZVPD.

Structure (XYZ):
```
12
Properties=species:S:1:pos:R:3
C -0.960 0.518 -0.133
C -2.058 0.658 0.661
O -1.991 0.839 1.984
H -1.029 -0.294 -0.841
H -0.197 1.283 -0.090
H -3.005 0.875 0.194
H -2.862 1.065 2.341
C 2.375 -0.537 -1.031
N 2.891 -1.482 -1.695
H 2.938 0.392 -0.929
H 1.371 -0.511 -0.610
H 2.435 -2.363 -1.455
```

Output
- Gap between HOMO and LUMO: 8.8 eV
- HOMO energy: -8.2 eV
- Maximum force: 1.8 eV Å⁻¹
- LUMO: 0.6 eV
- E_tot: -248.36677 a.u.

=====

10.
2 unconnected molecules or ions with the total composition C3H7NO in a non-equilibrium geometry, computed with ωB97M-V/def2-TZVPD.

Structure (XYZ):
```
12
Properties=species:S:1:pos:R:3
C 1.170 0.647 1.359
C 0.831 -0.649 1.178
N -0.324 -1.186 0.691
H 0.422 1.411 1.488
H 2.209 0.796 1.612
H 1.467 -1.447 1.566
H -0.885 -0.752 -0.031
H -0.747 -2.031 1.014
C -1.079 0.803 -2.205
O -1.190 -0.352 -1.930
H -0.998 1.638 -1.496
H -0.875 1.123 -3.247
```

Output
- Gap between HOMO and LUMO: 8.4 eV
- HOMO energy: -7.8 eV
- Maximum force: 1.7 eV Å⁻¹
- LUMO: 0.6 eV
- E_tot: -248.42792 a.u.

=====

11.
C3H7NO in the gas phase in a non-equilibrium geometry, computed with ωB97M-V/def2-TZVPD.

Structure (XYZ):
```
12
Properties=species:S:1:pos:R:3
C -1.964 -0.363 0.123
N -0.820 0.292 0.295
C 0.341 0.058 -0.308
O 0.270 -0.946 -1.271
C 1.634 0.282 0.365
H 0.238 -0.165 -1.867
H -2.840 -0.021 0.643
H -1.936 -1.228 -0.520
H -0.821 1.095 0.913
H 2.463 0.294 -0.351
H 1.814 -0.534 1.078
H 1.622 1.236 0.900
```

Output
- Gap between HOMO and LUMO: 7.1 eV
- HOMO energy: -6.4 eV
- Maximum force: 2.2 eV Å⁻¹
- LUMO: 0.8 eV
- E_tot: -248.38875 a.u.

=====

12.
2 unconnected molecules or ions with the total composition C3H7NO in a non-equilibrium geometry, computed with ωB97M-V/def2-TZVPD.

Structure (XYZ):
```
12
Properties=species:S:1:pos:R:3
C 0.296 0.232 -0.032
C -0.409 1.335 0.024
C 1.775 0.189 0.067
N -2.323 -0.639 -0.070
O -2.502 0.688 -0.067
H -0.261 -0.657 0.183
H -0.395 2.337 -0.233
H 1.924 -0.405 1.017
H 2.186 -0.394 -0.796
H 2.144 1.323 0.126
H -2.972 -1.150 -0.699
H -2.389 -1.027 0.932
```

Output
- Gap between HOMO and LUMO (spin up / spin down): 8.3 / 9.0 eV
- HOMO energy (spin up / spin down): -7.9 / -8.4 eV
- Maximum force: 3.8 eV Å⁻¹
- LUMO (spin up / spin down): 0.4 / 0.5 eV
- E_tot: -248.28317 a.u.

=====

13.
A molecular structure, C3H7NO in a non-equilibrium geometry, computed with ωB97M-V/def2-TZVPD.

Structure (XYZ):
```
12
Properties=species:S:1:pos:R:3
C 0.890 0.366 -0.723
C -0.888 -0.941 0.865
C -0.830 0.660 -0.261
O 1.798 0.129 0.299
N -1.569 -0.533 -0.170
H 1.727 -0.797 0.565
H 0.917 -0.372 -1.530
H 1.129 1.347 -1.129
H -0.656 -0.437 1.813
H -0.600 -1.988 0.855
H -0.785 1.367 0.581
H -1.132 1.199 -1.166
```

Output
- Gap between HOMO and LUMO: 9.2 eV
- HOMO energy: -8.8 eV
- Maximum force: 5.4 eV Å⁻¹
- LUMO: 0.4 eV
- E_tot: -248.36338 a.u.

=====

14.
2 unconnected molecules or ions with the total composition C3H7NO in a non-equilibrium geometry, computed with ωB97M-V/def2-TZVPD.

Structure (XYZ):
```
12
Properties=species:S:1:pos:R:3
C -1.325 -0.299 0.299
C -0.952 0.604 -0.617
N -1.129 0.542 -2.013
C -0.412 -0.278 -2.642
H -2.173 -0.962 0.173
H -0.753 -0.249 1.215
H -0.519 1.533 -0.286
H -0.376 -0.189 -3.727
H 0.151 -1.130 -2.251
O 2.275 0.275 2.971
H 2.101 -0.467 3.569
H 3.111 0.618 3.310
```

Output
- Gap between HOMO and LUMO: 9.6 eV
- HOMO energy: -8.7 eV
- Maximum force: 1.2 eV Å⁻¹
- LUMO: 0.8 eV
- E_tot: -248.42111 a.u.

=====

15.
C3H7NO in the gas phase, computed with ωB97M-V/def2-TZVPD.

Structure (XYZ):
```
12
Properties=species:S:1:pos:R:3
C -0.725 -1.235 1.290
C -0.488 -0.446 0.228
O -0.966 -0.703 -1.022
N 0.201 0.747 0.259
C 0.970 1.236 -0.869
H -1.434 -2.054 1.230
H -0.270 -1.031 2.252
H -1.319 -1.602 -1.022
H 0.562 0.974 1.173
H 0.509 0.870 -1.787
H 2.022 0.914 -0.849
H 0.938 2.330 -0.883
```

Output
- Gap between HOMO and LUMO: 8.7 eV
- HOMO energy: -7.9 eV
- Maximum force: 0.3 eV Å⁻¹
- LUMO: 0.9 eV
- E_tot: -248.47480 a.u.

=====

16.
2 unconnected molecules or ions with the total composition C3H7NO in a non-equilibrium geometry, computed with ωB97M-V/def2-TZVPD.

Structure (XYZ):
```
12
Properties=species:S:1:pos:R:3
C 0.764 0.809 1.048
C 1.875 1.258 0.324
N 2.059 0.700 -0.921
H 0.580 1.316 1.971
H 0.044 0.015 0.459
H 2.415 2.151 0.661
H 2.134 -0.301 -1.008
H 2.911 1.136 -1.410
C -3.211 -1.843 -0.225
O -3.651 -2.343 -1.263
H -3.652 -0.850 0.015
H -2.267 -2.048 0.349
```

Output
- Gap between HOMO and LUMO: 8.8 eV
- HOMO energy: -8.3 eV
- Maximum force: 4.8 eV Å⁻¹
- LUMO: 0.6 eV
- E_tot: -248.40291 a.u.

=====

17.
2 unconnected molecules or ions with the total composition C3H7NO in a non-equilibrium geometry, computed with ωB97M-V/def2-TZVPD.

Structure (XYZ):
```
12
Properties=species:S:1:pos:R:3
N 1.981 -0.602 0.571
C 1.435 -0.241 -0.644
O 1.249 0.938 -1.009
H 2.664 -0.055 1.082
H 1.838 -1.676 0.866
H 0.917 -1.118 -1.236
C -1.855 0.497 0.499
C -2.883 -0.349 0.439
H -1.245 0.564 -0.419
H -1.452 0.892 1.431
H -2.913 -1.042 -0.472
H -3.854 -0.297 1.061
```

Output
- Gap between HOMO and LUMO: 10.4 eV
- HOMO energy: -9.6 eV
- Maximum force: 3.9 eV Å⁻¹
- LUMO: 0.8 eV
- E_tot: -248.43300 a.u.

=====

18.
2 unconnected molecules or ions with the total composition C3H7NO, computed with ωB97M-V/def2-TZVPD.

Structure (XYZ):
```
12
Properties=species:S:1:pos:R:3
C 1.205 0.455 1.550
N 1.305 -0.716 0.723
C 1.429 -1.032 -0.428
O 1.550 -1.461 -1.518
H 1.778 1.290 1.134
H 1.593 0.223 2.544
H 0.158 0.758 1.649
C -1.805 0.097 -1.130
H -0.754 0.333 -0.947
H -2.036 -0.883 -0.705
H -1.985 0.079 -2.207
H -2.437 0.858 -0.665
```

Output
- Gap between HOMO and LUMO: 11.1 eV
- HOMO energy: -10.4 eV
- Maximum force: 0.7 eV Å⁻¹
- LUMO: 0.7 eV
- E_tot: -248.49298 a.u.

=====

19.
2 unconnected molecules or ions with the total composition C3H7NO in a non-equilibrium geometry, computed with ωB97M-V/def2-TZVPD.

Structure (XYZ):
```
12
Properties=species:S:1:pos:R:3
C -0.301 0.728 1.798
N 0.491 0.889 0.812
C 1.656 0.019 0.761
H -1.339 0.480 1.634
H 0.157 0.641 2.798
H 1.861 -0.511 1.701
H 1.384 -0.780 0.046
H 2.554 0.586 0.419
C -1.603 -0.483 -2.520
O -2.121 -1.183 -1.694
H -0.554 -0.150 -2.318
H -2.184 -0.236 -3.437
```

Output
- Gap between HOMO and LUMO: 9.4 eV
- HOMO energy: -8.7 eV
- Maximum force: 2.6 eV Å⁻¹
- LUMO: 0.7 eV
- E_tot: -248.38685 a.u.

=====

20.
C3H7NO in the gas phase in a non-equilibrium geometry, computed with ωB97M-V/def2-TZVPD.

Structure (XYZ):
```
12
Properties=species:S:1:pos:R:3
C -1.672 -0.369 -0.023
C -0.388 0.442 0.040
N 0.825 -0.360 -0.020
C 2.066 0.231 -0.016
O 3.149 -0.367 0.028
H -1.799 -1.045 0.867
H -2.586 0.266 -0.006
H -1.638 -1.021 -0.895
H -0.386 1.100 0.936
H -0.341 1.168 -0.769
H 0.778 -1.372 0.022
H 1.993 1.328 -0.165
```

Output
- Gap between HOMO and LUMO: 10.6 eV
- HOMO energy: -9.7 eV
- Maximum force: 2.3 eV Å⁻¹
- LUMO: 0.9 eV
- E_tot: -248.50173 a.u.

=====

What energy above the lowest of the compared OMol25 structures with the same formula, charge and spin values result from the calculations? In sequence: 3.5748, 0.6790, 2.2550, 1.6330, 2.6846, 4.0671, 2.4855, 8.2076, 4.3463, 2.6823, 3.7481, 6.6211, 4.4386, 2.8678, 1.4068, 3.3630, 2.5440, 0.9120, 3.7999, 0.6740 eV.
What molar mass values result from the calculations? In sequence: 73.1, 73.1, 73.1, 73.1, 73.1, 73.1, 73.1, 73.1, 73.1, 73.1, 73.1, 73.1, 73.1, 73.1, 73.1, 73.1, 73.1, 73.1, 73.1, 73.1 g/mol.